1.
C2H8SSi | wB97M-V/def2-TZVPD

Last column: Mulliken charge in e.
Element x y z (Å)
1 C -0.687 1.916 0.446  -0.751
2 C -0.432 -0.921 0.725  -0.803
3 Si 1.024 -1.427 -1.062  0.526
4 S 0.313 0.612 1.245  -0.078
5 H -0.907 2.695 1.198  0.290
6 H -1.611 1.537 0.172  0.280
7 H -0.027 2.385 -0.354  0.222
8 H -1.494 -0.903 0.334  0.331
9 H -0.051 -1.604 1.460  0.297
10 H 2.139 -2.246 -0.606  -0.101
11 H 1.527 -0.087 -1.364  -0.111
12 H 0.204 -1.958 -2.192  -0.104

Properties
energy above the lowest of the compared OMol25 structures with the same formula, charge and spin	62.2	kcal/mol
E_LUMO	0.910	eV
net charge	0
max |F|	4.08	eV Å⁻¹
E	-20914.2873	eV

=====

2.
C44H94F6O22 | wB97M-V/def2-TZVPD

Last column: Mulliken charge in e.
Element x y z (Å)
1 C -3.113 -4.781 -0.311  -0.998
2 C -2.797 -4.413 1.126  -0.188
3 O -1.619 -3.690 0.988  -0.052
4 C -1.058 -3.049 2.086  -0.151
5 O -1.571 -2.924 3.200  -0.552
6 C 0.287 -2.311 1.802  0.924
7 F 0.242 -1.028 2.120  -0.172
8 F 1.242 -2.953 2.465  -0.104
9 F 0.571 -2.309 0.444  -0.151
10 H -4.058 -5.311 -0.186  0.449
11 H -2.402 -5.429 -0.822  0.334
12 H -3.308 -3.919 -0.949  -0.006
13 H -2.610 -5.313 1.713  0.291
14 H -3.641 -3.840 1.510  0.286
15 C -2.658 0.966 -1.382  0.048
16 C -1.844 0.158 -0.407  0.441
17 O -0.716 0.914 0.103  0.086
18 C 0.455 0.904 -0.629  0.440
19 O 0.724 0.254 -1.650  -0.422
20 C 1.619 1.596 0.049  0.415
21 F 2.103 2.382 -0.844  -0.211
22 F 1.255 2.279 1.165  -0.281
23 F 2.577 0.722 0.401  -0.244
24 H -2.080 1.150 -2.287  -0.113
25 H -2.871 1.921 -0.902  -0.038
26 H -3.610 0.559 -1.724  0.192
27 H -1.420 -0.818 -0.644  -0.328
28 H -2.488 0.022 0.462  -0.077
29 C -0.580 -2.811 -3.184  -0.453
30 O 0.689 -2.767 -3.844  -0.194
31 C 0.608 -2.729 -5.260  -0.129
32 C 1.977 -2.678 -5.886  -0.730
33 O 2.646 -1.430 -5.549  -0.321
34 C 3.392 -1.476 -4.339  -0.546
35 C 3.632 -0.107 -3.727  0.230
36 O 4.483 0.699 -4.526  -0.439
37 C 4.604 2.033 -4.070  -0.510
38 H -1.195 -1.993 -3.557  0.337
39 H -0.490 -2.546 -2.131  -0.248
40 H -1.117 -3.759 -3.201  0.387
41 H 0.169 -1.789 -5.593  0.031
42 H 0.053 -3.568 -5.680  0.433
43 H 1.796 -2.604 -6.958  0.388
44 H 2.599 -3.530 -5.610  0.340
45 H 4.299 -1.983 -4.667  0.345
46 H 2.982 -2.124 -3.564  0.394
47 H 3.983 -0.188 -2.698  0.355
48 H 2.683 0.401 -3.555  -0.268
49 H 5.300 2.543 -4.736  0.256
50 H 4.945 2.013 -3.036  0.301
51 H 3.653 2.566 -4.056  0.111
52 C -5.711 -1.531 -1.401  -0.772
53 O -5.239 -0.815 -0.217  0.011
54 C -6.100 0.275 0.163  0.410
55 C -6.002 0.276 1.661  -1.238
56 O -4.662 0.557 2.044  0.009
57 C -4.316 0.377 3.439  -0.883
58 C -2.906 0.747 3.703  0.469
59 O -2.802 0.539 5.073  -0.452
60 C -1.471 0.543 5.537  -0.758
61 H -6.656 -2.063 -1.289  0.380
62 H -4.997 -2.287 -1.727  0.060
63 H -5.763 -0.799 -2.207  0.257
64 H -7.125 0.079 -0.151  0.604
65 H -5.718 1.214 -0.236  -0.309
66 H -6.264 -0.736 1.968  0.334
67 H -6.750 0.959 2.065  0.403
68 H -4.371 -0.674 3.723  0.295
69 H -4.974 1.022 4.021  0.273
70 H -2.646 1.788 3.512  0.396
71 H -2.189 0.108 3.188  -0.319
72 H -0.832 -0.251 5.150  0.194
73 H -1.444 0.468 6.624  0.376
74 H -1.098 1.548 5.342  0.389
75 C -1.673 4.710 -0.084  -0.908
76 O -1.432 4.503 -1.448  0.100
77 C -0.353 5.238 -1.972  -0.562
78 C -0.304 5.267 -3.539  -0.611
79 O 0.112 4.098 -4.230  -0.582
80 C -0.463 2.832 -3.906  2.089
81 C -0.072 1.883 -5.115  -0.762
82 O -0.678 2.227 -6.358  -0.387
83 C -0.688 1.191 -7.278  -0.750
84 H -1.724 5.770 0.166  0.452
85 H -0.888 4.269 0.530  0.247
86 H -2.610 4.229 0.197  0.187
87 H 0.428 4.612 -1.541  0.208
88 H -0.266 6.195 -1.458  0.479
89 H 0.388 6.029 -3.898  0.452
90 H -1.261 5.595 -3.943  0.243
91 H -1.541 2.971 -3.822  -0.973
92 H -0.125 2.480 -2.931  -0.077
93 H -0.359 0.875 -4.817  0.173
94 H 1.013 1.865 -5.218  0.332
95 H 0.280 0.855 -7.650  0.290
96 H -1.137 1.629 -8.169  0.297
97 H -1.255 0.354 -6.870  0.292
98 C 4.218 -1.974 1.283  -0.019
99 O 5.587 -1.899 1.593  -0.496
100 C 5.858 -1.774 2.991  0.510
101 C 7.416 -1.713 3.090  -0.759
102 O 7.853 -0.390 2.793  -0.332
103 C 9.286 -0.138 2.909  -0.679
104 C 9.859 -0.277 4.289  -0.525
105 O 9.923 -1.622 4.801  -0.289
106 C 10.515 -1.754 6.103  -0.741
107 H 3.777 -1.010 1.538  -0.075
108 H 3.665 -2.753 1.808  0.064
109 H 4.106 -2.160 0.215  0.321
110 H 5.432 -2.674 3.434  -0.244
111 H 5.417 -0.833 3.319  0.211
112 H 7.885 -2.493 2.491  0.261
113 H 7.647 -1.935 4.132  0.375
114 H 9.462 0.839 2.457  0.346
115 H 9.780 -0.839 2.237  0.356
116 H 9.320 0.336 5.010  0.366
117 H 10.867 0.134 4.246  0.464
118 H 11.551 -1.423 6.184  0.303
119 H 10.599 -2.807 6.373  0.243
120 H 9.934 -1.150 6.799  0.306
121 C -9.629 4.895 -2.755  -0.631
122 O -9.523 4.029 -1.614  -0.402
123 C -8.718 2.882 -1.823  -0.785
124 C -7.457 2.924 -2.714  -0.065
125 O -6.556 3.828 -2.046  -0.448
126 C -5.156 3.553 -2.163  0.191
127 C -4.645 3.696 -3.565  -0.155
128 O -4.988 2.529 -4.347  -0.262
129 C -4.704 2.585 -5.695  -0.965
130 H -10.166 4.388 -3.557  0.287
131 H -8.645 5.205 -3.107  0.214
132 H -10.215 5.791 -2.551  0.288
133 H -9.390 2.151 -2.273  0.522
134 H -8.567 2.541 -0.799  0.189
135 H -7.718 3.175 -3.742  0.399
136 H -7.052 1.912 -2.706  0.200
137 H -4.915 2.571 -1.755  -0.249
138 H -4.614 4.275 -1.551  0.087
139 H -3.556 3.723 -3.614  -0.225
140 H -5.122 4.533 -4.075  0.555
141 H -4.770 1.664 -6.274  0.237
142 H -3.749 3.071 -5.897  0.361
143 H -5.485 3.256 -6.052  0.379
144 C 2.950 -0.168 3.974  -0.227
145 O 3.326 0.543 5.186  -0.487
146 C 3.009 -0.140 6.380  -0.445
147 C 3.785 -1.485 6.632  -0.758
148 O 3.276 -2.529 5.877  -0.057
149 C 3.858 -3.850 6.201  -0.771
150 C 3.637 -4.953 5.181  -0.275
151 O 2.263 -5.124 4.940  -0.344
152 C 1.815 -5.774 3.767  -0.716
153 H 3.395 0.299 3.095  0.253
154 H 1.863 -0.152 3.900  0.160
155 H 3.303 -1.199 3.964  0.147
156 H 1.981 -0.486 6.498  0.153
157 H 3.139 0.487 7.262  0.467
158 H 3.660 -1.820 7.662  0.523
159 H 4.834 -1.371 6.359  0.288
160 H 3.515 -4.128 7.198  0.408
161 H 4.918 -3.624 6.311  0.435
162 H 4.176 -5.840 5.514  0.345
163 H 4.017 -4.603 4.221  0.139
164 H 2.100 -5.298 2.828  0.259
165 H 0.728 -5.776 3.842  0.210
166 H 2.161 -6.805 3.690  0.363

Properties
energy above the lowest of the compared OMol25 structures with the same formula, charge and spin	48.3	kcal/mol
E_LUMO	0.437	eV
SMILES	CCOC(=O)C(F)(F)F.CCOC(=O)C(F)(F)F.COCCOCCOC.COCCOCCOC.COCCOCCOC.COCCOCCOC.COCCOCCOC.COCCOCCOC
net charge	0
max |F|	4.79	eV Å⁻¹
E	-108489.5258	eV

=====

3.
C13H18BrN3O3 | wB97M-V/def2-TZVPD

Last column: Mulliken charge in e.
Element x y z (Å)
1 C 2.784 -1.865 0.207  -0.919
2 C 1.550 -2.642 -0.239  -0.520
3 O 0.588 -1.819 -0.872  -0.425
4 C -0.054 -0.856 -0.142  0.734
5 C -0.132 -0.865 1.243  -0.426
6 C -0.731 0.169 1.953  -0.510
7 C -1.328 1.214 1.258  -0.219
8 C -1.310 1.184 -0.118  -0.183
9 C -0.684 0.182 -0.859  0.695
10 O -0.702 0.365 -2.199  -0.444
11 C -0.704 -0.723 -3.121  0.701
12 C -1.916 -1.623 -2.891  -1.306
13 H -1.945 -2.402 -3.647  0.420
14 H -1.864 -2.093 -1.911  0.293
15 H -2.831 -1.036 -2.952  0.332
16 C -0.745 -0.075 -4.500  -1.504
17 H 0.111 0.583 -4.627  0.358
18 H -1.651 0.516 -4.603  0.347
19 H -0.724 -0.840 -5.271  0.422
20 H 0.216 -1.307 -3.010  0.142
21 Br -2.131 2.582 -1.097  -0.181
22 H -1.816 2.024 1.778  0.512
23 C -0.744 0.143 3.417  -0.424
24 N -0.514 1.074 4.249  -0.767
25 N -0.099 2.316 3.850  0.009
26 C 0.887 2.558 2.906  0.687
27 O 1.422 1.702 2.240  -0.544
28 N 1.240 3.880 2.850  -0.511
29 H 0.614 4.590 3.188  0.187
30 H 1.842 4.138 2.086  0.251
31 H -0.162 2.974 4.616  0.271
32 H -0.991 -0.804 3.886  0.455
33 H 0.332 -1.660 1.805  0.424
34 H 1.819 -3.368 -1.011  0.405
35 H 1.104 -3.190 0.601  0.299
36 H 2.518 -1.086 0.918  0.243
37 H 3.494 -2.543 0.673  0.390
38 H 3.255 -1.395 -0.653  0.309

Properties
E_LUMO	0.715	eV
SMILES	CCOc1cc(/C=N\NC(N)=O)cc(Br)c1OC(C)C
net charge	0
max |F|	0.80	eV Å⁻¹
E	-94427.5587	eV

=====

4.
CH9N2O | wB97M-V/def2-TZVPD

Last column: Mulliken charge in e.
Element x y z (Å)
1 O -2.326 0.120 -1.256  -0.641
2 H -3.079 0.715 -1.200  0.311
3 H -0.372 -0.635 -0.876  0.325
4 H -2.572 -0.400 -2.078  0.328
5 N 0.134 -0.815 0.022  -0.348
6 C 0.593 0.497 0.646  -0.206
7 N 1.991 0.366 0.928  -0.415
8 H -0.566 -1.339 0.623  0.364
9 H 0.906 -1.348 -0.325  0.363
10 H 0.284 1.290 -0.143  0.279
11 H -0.114 0.775 1.462  0.313
12 H 2.330 0.273 1.770  0.157
13 H 2.790 0.499 0.427  0.171

Properties
energy above the lowest of the compared OMol25 structures with the same formula, charge and spin	29.1	kcal/mol
E_LUMO	-3.384	eV
net charge	+1
max |F|	6.19	eV Å⁻¹
E	-6203.3544	eV

=====

5.
C2H3NOS2 | wB97M-V/def2-TZVPD

Last column: Mulliken charge in e.
Element x y z (Å)
1 C -0.807 -0.368 0.301  0.277
2 C 0.460 -0.776 -0.119  -0.369
3 N -1.940 -0.140 0.195  -0.021
4 O 1.147 0.248 -0.815  -0.300
5 S -3.379 0.413 0.036  -0.198
6 S 2.066 1.311 0.155  -0.069
7 H 1.100 2.196 0.616  0.162
8 H 1.207 -1.229 0.619  0.317
9 H 0.146 -1.656 -0.989  0.200

Properties
energy above the lowest of the compared OMol25 structures with the same formula, charge and spin	88.0	kcal/mol
E_LUMO	-0.081	eV
SMILES	[S-][N+]#CCOS
net charge	0
max |F|	4.83	eV Å⁻¹
E	-27326.9601	eV

=====

6.
C11H33BCoNO5 | wB97M-V/def2-TZVPD

Last column: Mulliken charge in e.
Element x y z (Å)
1 Co -0.717 1.060 0.936  0.622
2 B 0.633 0.356 -0.459  0.237
3 H -0.399 0.106 -0.650  -0.125
4 H 1.257 -0.136 -1.189  -0.038
5 H 0.648 1.425 -0.606  0.256
6 H 0.945 0.032 0.522  0.119
7 C 4.405 0.215 -0.531  0.170
8 C 3.859 1.615 -0.110  -0.598
9 O 2.966 2.186 -1.001  -0.699
10 O 5.003 0.302 -1.744  -0.551
11 H 3.543 -0.411 -0.763  0.020
12 H 5.041 -0.250 0.222  0.355
13 H 4.583 2.415 0.044  0.390
14 H 3.376 1.493 0.860  0.252
15 H 2.100 1.805 -0.837  -0.012
16 H 4.600 1.083 -2.131  0.344
17 C -0.180 4.175 -0.364  -0.872
18 O -1.149 3.180 0.061  -0.334
19 C -2.468 3.357 -0.490  -0.827
20 C -2.975 1.835 -0.746  -0.687
21 N -2.801 1.069 0.486  -0.204
22 C -3.167 -0.345 0.099  -0.721
23 C -2.676 -1.061 1.420  -0.895
24 O -1.276 -1.017 1.727  -0.260
25 C -0.955 -1.624 3.046  -0.828
26 H -0.496 5.199 -0.164  0.375
27 H 0.041 4.142 -1.431  0.370
28 H 0.683 3.932 0.255  0.257
29 H -2.626 4.072 -1.298  0.498
30 H -3.186 3.875 0.147  0.398
31 H -2.453 1.392 -1.594  0.377
32 H -4.027 1.847 -1.032  0.548
33 H -3.584 1.466 0.986  0.197
34 H -2.596 -0.672 -0.769  0.372
35 H -4.170 -0.559 -0.272  0.484
36 H -2.897 -2.119 1.280  0.540
37 H -3.120 -0.646 2.325  0.598
38 H -1.466 -0.902 3.684  0.372
39 H 0.111 -1.825 3.158  0.265
40 H -1.494 -2.571 3.091  0.297
41 C -0.384 -4.215 -0.804  -1.436
42 C 0.471 -2.955 -0.716  1.998
43 C 1.697 -2.956 0.318  -1.121
44 O 0.769 -2.728 -2.074  -0.635
45 H -1.082 -4.202 0.033  0.286
46 H 0.039 -5.215 -0.713  0.330
47 H -0.956 -4.294 -1.729  0.379
48 H -0.158 -2.176 -0.286  -1.090
49 H 2.026 -1.951 0.585  0.167
50 H 2.530 -3.618 0.080  0.374
51 H 1.363 -3.416 1.248  0.314
52 H 0.766 -1.769 -2.111  0.373

Properties
energy above the lowest of the compared OMol25 structures with the same formula, charge and spin	0.0	kcal/mol
E_LUMO (spin up / spin down)	-3.998 / -4.801	eV
multiplicity	4
net charge	+1
max |F|	4.74	eV Å⁻¹
E	-61960.1679	eV

=====

What did the third record say?
C13H18BrN3O3 | wB97M-V/def2-TZVPD

Last column: Mulliken charge in e.
Element x y z (Å)
1 C 2.784 -1.865 0.207  -0.919
2 C 1.550 -2.642 -0.239  -0.520
3 O 0.588 -1.819 -0.872  -0.425
4 C -0.054 -0.856 -0.142  0.734
5 C -0.132 -0.865 1.243  -0.426
6 C -0.731 0.169 1.953  -0.510
7 C -1.328 1.214 1.258  -0.219
8 C -1.310 1.184 -0.118  -0.183
9 C -0.684 0.182 -0.859  0.695
10 O -0.702 0.365 -2.199  -0.444
11 C -0.704 -0.723 -3.121  0.701
12 C -1.916 -1.623 -2.891  -1.306
13 H -1.945 -2.402 -3.647  0.420
14 H -1.864 -2.093 -1.911  0.293
15 H -2.831 -1.036 -2.952  0.332
16 C -0.745 -0.075 -4.500  -1.504
17 H 0.111 0.583 -4.627  0.358
18 H -1.651 0.516 -4.603  0.347
19 H -0.724 -0.840 -5.271  0.422
20 H 0.216 -1.307 -3.010  0.142
21 Br -2.131 2.582 -1.097  -0.181
22 H -1.816 2.024 1.778  0.512
23 C -0.744 0.143 3.417  -0.424
24 N -0.514 1.074 4.249  -0.767
25 N -0.099 2.316 3.850  0.009
26 C 0.887 2.558 2.906  0.687
27 O 1.422 1.702 2.240  -0.544
28 N 1.240 3.880 2.850  -0.511
29 H 0.614 4.590 3.188  0.187
30 H 1.842 4.138 2.086  0.251
31 H -0.162 2.974 4.616  0.271
32 H -0.991 -0.804 3.886  0.455
33 H 0.332 -1.660 1.805  0.424
34 H 1.819 -3.368 -1.011  0.405
35 H 1.104 -3.190 0.601  0.299
36 H 2.518 -1.086 0.918  0.243
37 H 3.494 -2.543 0.673  0.390
38 H 3.255 -1.395 -0.653  0.309

Properties
E_LUMO	0.715	eV
SMILES	CCOc1cc(/C=N\NC(N)=O)cc(Br)c1OC(C)C
net charge	0
max |F|	0.80	eV Å⁻¹
E	-94427.5587	eV